Molecular formula: C14H56Al2N3O23
Method: DFT, ωB97M-V/def2-TZVPD

Properties
Kohn-Sham gap = 0.078 Eh
E_tot = -80126.073 eV

```
! wB97M-V def2-TZVPD RIJCOSX def2/J DEFGRID3
* xyz 3 1
Al 1.139 -4.400 -2.419
Al 4.612 0.287 1.399
N 0.808 -0.534 -0.414
O 1.725 -0.119 0.337
O -0.150 0.153 -0.578
O 0.887 -1.649 -0.944
N 4.576 -2.068 -2.281
O 4.515 -1.125 -1.498
O 5.659 -2.476 -2.673
O 3.574 -2.628 -2.714
N 3.682 -3.834 0.996
O 3.930 -2.711 1.361
O 2.856 -4.044 0.116
O 4.298 -4.780 1.538
C -2.207 -1.707 4.593
O -3.368 -2.255 4.037
H -1.470 -2.501 4.711
H -1.912 -0.874 3.955
H -2.420 -1.221 5.545
H -3.403 -3.073 4.539
C 1.869 3.298 3.011
O 2.157 2.145 2.249
H 2.768 3.877 3.219
H 1.175 3.939 2.467
H 1.328 3.013 3.914
H 1.258 1.861 2.069
C 1.503 -1.585 3.436
O 2.422 -0.459 3.287
H 0.516 -1.232 3.735
H 1.539 -2.200 2.537
H 1.799 -2.274 4.227
H 2.308 0.096 4.062
C -1.964 -1.486 -2.586
O -1.821 -2.896 -2.481
H -2.056 -1.051 -1.591
H -1.150 -1.119 -3.212
H -2.919 -1.311 -3.083
H -2.617 -3.193 -2.035
C -4.745 2.687 -1.049
O -6.076 3.157 -0.786
H -4.740 1.829 -1.722
H -4.193 3.427 -1.629
H -4.250 2.445 -0.109
H -6.073 3.875 -0.149
C -1.070 5.838 -1.636
O -0.179 4.905 -0.925
H -0.538 6.538 -2.281
H -1.763 5.308 -2.290
H -1.610 6.510 -0.969
H -0.530 4.018 -1.033
C 2.845 1.865 -1.952
O 3.291 2.044 -0.600
H 2.848 2.876 -2.360
H 3.465 1.193 -2.545
H 1.835 1.454 -1.983
H 2.800 2.798 -0.265
C -1.756 2.484 1.581
O -0.639 1.685 1.901
H -1.799 2.731 0.520
H -2.645 1.898 1.815
H -1.837 3.377 2.201
H -0.362 1.239 1.098
C -3.776 -0.623 1.067
O -4.516 -0.429 2.265
H -4.134 0.057 0.294
H -2.696 -0.550 1.202
H -3.912 -1.662 0.769
H -4.169 -1.074 2.885
C 5.813 4.371 2.123
O 5.034 3.454 1.417
H 5.165 5.096 2.615
H 6.280 3.879 2.975
H 6.597 4.827 1.518
H 4.379 4.018 0.999
C -1.789 1.960 -3.030
O -1.312 2.387 -1.750
H -2.817 1.623 -3.157
H -1.606 2.820 -3.674
H -1.166 1.120 -3.338
H -1.019 1.651 -1.208
C -1.995 -6.672 -1.254
O -1.600 -5.766 -2.277
H -2.484 -7.534 -1.707
H -1.149 -6.952 -0.626
H -2.689 -6.125 -0.614
H -2.278 -5.754 -2.957
C 1.545 -0.875 -4.500
O 0.769 -2.135 -4.495
H 1.081 -0.119 -5.133
H 1.597 -0.494 -3.480
H 2.545 -1.120 -4.857
H 0.662 -2.301 -5.434
C -0.959 -3.296 0.900
O -0.115 -4.313 0.412
H -0.303 -2.521 1.296
H -1.509 -2.695 0.176
H -1.563 -3.648 1.736
H 0.362 -4.650 1.174
*
```


Molecular formula: C14H56N20O14
Method: DFT, ωB97M-V/def2-TZVPD

Properties
ΔE to the lowest compared entry with this formula, charge and spin = 26.0 kcal per mole
Kohn-Sham gap = 0.311 Eh
E_tot = -73903.182 eV

```
! wB97M-V def2-TZVPD RIJCOSX def2/J DEFGRID3
* xyz 0 1
C -0.694 -0.009 4.688
O -0.674 -1.135 3.831
H -0.976 0.908 4.150
H -1.396 -0.122 5.512
H 0.291 0.238 5.097
H -0.022 -0.895 3.152
C 0.938 -4.655 1.946
O 0.884 -3.250 1.647
H 1.535 -4.830 2.833
H -0.077 -4.980 2.219
H 1.054 -5.186 0.996
H 0.176 -3.168 0.996
C -4.089 1.614 -2.260
O -5.128 2.341 -2.896
H -4.429 1.001 -1.418
H -3.608 0.893 -2.923
H -3.386 2.278 -1.745
H -4.673 2.811 -3.601
C -4.059 0.689 1.628
O -4.072 -0.712 1.250
H -4.849 0.804 2.374
H -3.145 0.908 2.178
H -4.213 1.389 0.815
H -3.425 -1.167 1.802
C -0.355 5.061 0.597
O 0.467 4.241 0.176
N -0.105 6.403 0.680
N -1.583 4.705 1.095
H -0.650 6.876 1.377
H 0.745 6.815 0.347
H -2.214 5.439 1.341
H -1.817 3.727 0.969
C -0.448 0.549 0.764
O -0.959 1.604 1.191
N -1.107 -0.303 -0.038
N 0.720 0.080 1.301
H -2.042 -0.052 -0.304
H -0.680 -1.113 -0.449
H 1.242 0.772 1.837
H 1.030 -0.793 0.909
C 3.232 -2.171 4.267
O 3.099 -1.806 5.440
N 3.822 -3.349 3.901
N 2.905 -1.416 3.179
H 3.853 -3.684 2.952
H 3.932 -4.026 4.638
H 3.164 -1.763 2.277
H 2.553 -0.471 3.258
C 0.330 -3.613 -2.122
O 0.225 -2.931 -1.091
N 1.243 -3.339 -3.096
N -0.516 -4.646 -2.354
H 1.269 -3.876 -3.941
H 1.743 -2.470 -3.038
H -0.412 -5.179 -3.195
H -1.355 -4.628 -1.800
C 4.348 -2.982 0.108
O 5.013 -3.371 1.078
N 3.035 -2.714 -0.013
N 5.073 -2.536 -0.978
H 2.531 -2.516 -0.854
H 2.396 -3.017 0.729
H 6.055 -2.542 -0.760
H 4.658 -1.864 -1.595
C 3.285 1.516 -1.154
O 3.592 0.306 -1.114
N 3.062 2.132 0.038
N 3.332 2.219 -2.302
H 3.162 1.592 0.877
H 2.645 3.049 -0.012
H 3.591 1.729 -3.136
H 3.075 3.187 -2.336
C -0.061 3.089 -3.173
O -0.316 2.937 -4.371
N 0.713 4.056 -2.626
N -0.605 2.305 -2.185
H 0.835 3.975 -1.625
H 1.079 4.830 -3.147
H -0.735 1.316 -2.343
H -0.481 2.662 -1.250
C -1.417 -0.706 -4.301
O -0.997 -0.567 -3.138
N -1.879 0.347 -5.013
N -1.275 -1.848 -5.006
H -1.943 1.264 -4.602
H -2.155 0.250 -5.970
H -1.566 -1.997 -5.952
H -1.154 -2.684 -4.459
C 2.215 2.471 3.580
O 2.369 1.331 3.108
N 3.190 3.240 4.122
N 1.009 3.088 3.420
H 4.149 2.987 3.972
H 2.846 4.139 4.391
H 0.801 4.049 3.608
H 0.310 2.618 2.853
C -4.632 -2.346 -1.961
O -4.627 -2.700 -3.160
N -5.765 -2.315 -1.220
N -3.484 -2.048 -1.324
H -6.611 -2.665 -1.623
H -5.717 -2.019 -0.259
H -2.599 -2.164 -1.779
H -3.647 -1.489 -0.484
*
```